Computed, not measured: one molecule with the formula C23H24N4O5S at a distorted geometry, with ωB97M-V/def2-TZVPD.

Computed properties:
- Kohn-Sham gap: 8.04 eV
- Energy above the lowest of the compared OMol25 structures with the same formula, charge and spin: 19.3 kcal/mol
- Highest occupied orbital energy: -7.61 eV
- SMILES: COc1cccc(N2CCN(C(=O)CCn3c(=S)[nH]c4cc5c(cc4c3=O)OCO5)CC2)c1
- Net charge: 0
- E_LUMO: 0.4 eV

Each line ends with the Löwdin charge.
Atoms and positions in Å:
C -2.84046 -2.62952 3.13819  -0.085
H -2.98708 -3.62285 2.69908  0.094
O -3.70396 -1.67738 2.56726  -0.078
C -3.48856 -1.30330 1.27267  -0.277
C -4.23324 -0.21229 0.82360  -0.027
C -4.04521 0.25190 -0.46188  -0.095
C -3.12862 -0.34755 -1.30531  -0.048
C -2.38571 -1.44948 -0.87268  -0.230
C -2.58538 -1.92612 0.42402  0.023
H -2.00390 -2.75591 0.78457  0.092
N -1.49427 -2.04095 -1.75563  -0.083
C -0.89417 -3.32447 -1.51286  -0.136
H -0.81110 -3.84821 -2.47284  0.124
C 0.49553 -3.20580 -0.86701  -0.114
N 1.26831 -2.20866 -1.58530  -0.029
C 2.40681 -1.64260 -1.13265  -0.453
O 2.88519 -0.65395 -1.66514  0.052
C 3.11356 -2.29911 0.04892  -0.066
C 2.71330 -1.65920 1.39196  -0.152
N 2.27586 -0.29023 1.18242  -0.004
C 3.22601 0.65703 0.91125  -0.788
S 4.83474 0.41491 1.13738  0.706
N 2.78682 1.87044 0.48587  0.096
C 1.47028 2.19307 0.29540  -0.164
C 0.49616 1.24516 0.63491  -0.050
C -0.87341 1.52560 0.49638  0.098
C -1.20968 2.75575 0.00676  -0.181
C -0.23012 3.70270 -0.34257  -0.188
C 1.11049 3.45220 -0.20630  0.088
H 1.85344 4.18438 -0.47323  0.129
O -0.83455 4.82904 -0.79933  0.053
C -2.22709 4.58387 -0.73425  -0.145
O -2.44598 3.28682 -0.22874  0.037
H -2.66050 4.66894 -1.74314  0.143
H -2.69832 5.32678 -0.07182  0.143
H -1.60632 0.78546 0.76736  0.115
C 0.90508 -0.07768 1.09297  -0.346
O 0.12768 -0.96927 1.37932  0.069
H 3.50804 2.53543 0.23820  0.140
H 1.87698 -2.18673 1.85233  0.118
H 3.56386 -1.65362 2.07610  0.092
H 4.17696 -2.11722 -0.11836  0.102
H 2.93527 -3.37190 0.07845  0.110
C 0.69426 -1.73136 -2.82679  -0.113
H 1.35169 -0.94816 -3.20816  0.124
C -0.71431 -1.17174 -2.61921  -0.128
H -1.19504 -1.06301 -3.60196  0.124
H -0.64483 -0.17982 -2.15786  0.122
H 0.67901 -2.55573 -3.54817  0.127
H 0.37539 -2.88074 0.16980  0.102
H 0.99548 -4.18302 -0.88756  0.126
H -1.54764 -3.91933 -0.87595  0.124
H -3.00149 0.02807 -2.30777  0.106
H -4.61341 1.10071 -0.81102  0.106
H -4.93356 0.25298 1.49744  0.114
H -1.79346 -2.33038 3.02734  0.089
H -3.09895 -2.66708 4.19565  0.093

Force components x, y, z for each atom (eV/Å):
C 0.18 -0.18 0.10
H 0.02 0.05 0.01
O -0.16 0.26 -0.29
C -0.11 0.12 -0.09
C -0.01 -0.04 0.19
C 0.04 -0.07 0.12
C 0.11 0.01 -0.10
C -0.36 0.08 -0.04
C -0.06 -0.21 0.19
H 0.12 -0.05 0.07
N 0.18 0.01 0.09
C 0.20 -0.11 0.12
H -0.03 -0.06 0.15
C -0.13 -0.38 0.28
N -0.36 0.02 -0.25
C 0.32 -0.22 0.13
O 0.23 0.20 -0.07
C 0.06 0.15 -0.05
C -0.01 -0.45 0.21
N 0.06 0.18 0.05
C 0.27 0.51 0.10
S 0.62 -0.02 0.03
N 0.15 -0.16 -0.05
C -0.85 -0.26 0.09
C 0.28 0.27 -0.12
C -0.17 0.40 -0.16
C 0.60 -0.01 0.02
C -0.19 -0.54 0.21
C -0.19 0.14 -0.07
H 0.12 0.13 -0.04
O 0.57 -0.13 0.06
C -0.98 0.73 -0.30
O -0.05 -0.28 0.11
H 0.17 -0.08 0.21
H 0.18 -0.20 -0.09
H -0.13 -0.14 0.05
C -0.19 0.23 0.04
O -0.18 0.03 0.02
H -0.05 -0.23 0.12
H 0.16 0.12 -0.09
H -0.15 0.00 -0.12
H -0.14 -0.04 -0.04
H -0.01 -0.05 0.05
C -0.07 0.20 -0.25
H -0.15 -0.15 -0.01
C 0.08 0.12 -0.32
H 0.10 0.12 0.04
H 0.00 -0.06 -0.06
H 0.01 0.09 0.01
H 0.02 -0.12 -0.07
H -0.08 0.02 0.02
H 0.06 -0.04 -0.07
H 0.02 0.01 -0.13
H -0.05 0.08 -0.03
H -0.09 0.06 0.10
H -0.03 -0.02 0.00
H 0.04 -0.04 -0.07